(1)
Entry from the Open Molecules 2025 dataset: a molecular structure, C8H31BO9 in a non-equilibrium geometry (ωB97M-V/def2-TZVPD).

Computed properties:
ΔE to the lowest compared entry with this formula, charge and spin in kJ/mol: 1996.3
HOMO level in Ha: -0.3126
Calculated total energy in eV: -27877.31778
LUMO energy in eV: -0.354

Each line ends with the Löwdin charge.
Positions of all 49 atoms, in Å:
O1 9.61551 6.04003 2.30077  -0.1195
O2 12.05667 2.80322 4.28542  -0.0915
O3 9.56320 7.71026 4.43121  -0.0676
O4 9.42745 -0.64279 2.28255  -0.0702
O5 12.05395 4.56397 1.35818  0.2482
O6 11.24752 3.59898 -0.14087  -0.0019
O7 9.56707 4.18980 5.82455  -0.0848
O8 9.01982 5.52293 0.50058  -0.0639
O9 10.16201 2.37512 2.53954  -0.1529
C1 9.05045 4.11891 0.61615  -0.1961
C2 8.85867 1.73055 2.59359  -0.1637
C3 8.34046 7.34012 3.73530  -0.1861
C4 8.72790 0.47831 1.68533  -0.1920
C5 8.54923 5.99935 3.20266  -0.2184
C6 11.48632 2.51246 5.56522  -0.1632
C7 9.94095 3.38701 -0.45212  -0.1362
C8 9.97616 2.80162 5.58456  -0.1707
B1 10.96296 4.53910 3.21153  -0.3964
H1 10.75761 4.73126 4.25323  0.1070
H2 11.81112 3.19269 -0.80335  0.1693
H3 10.31561 7.81352 3.84401  0.0816
H4 8.07094 2.46209 2.41352  0.1127
H5 7.65932 0.26381 1.67040  0.1154
H6 12.74893 3.91941 1.20605  0.1770
H7 11.99011 3.19057 6.25403  0.1206
H8 8.65596 5.80507 1.34296  0.0018
H9 10.34129 -0.37743 2.40937  0.0771
H10 11.90597 4.01842 3.27371  0.1073
H11 10.95834 5.48854 2.69894  0.1138
H12 9.82936 3.83298 -1.44043  0.1355
H13 8.89586 5.43810 4.07039  0.1101
H14 7.56829 7.40086 4.50222  0.1327
H15 9.58755 2.59449 4.58747  0.0732
H16 8.60901 1.45050 3.61699  0.1174
H17 7.60832 5.64523 2.78148  0.1497
H18 11.83232 1.51323 5.82958  0.1188
H19 8.93193 0.44972 0.61498  0.1042
H20 9.44365 2.13200 6.25993  0.1265
H21 10.25261 3.83614 2.80472  0.0422
H22 8.03915 3.71894 0.54258  0.1275
H23 9.76855 4.63943 5.00064  -0.0144
H24 11.40524 4.39168 0.67181  -0.0876
H25 11.66042 3.52326 3.78933  -0.1566
H26 11.67890 4.54169 2.24161  -0.0720
H27 10.42638 2.95066 3.26097  -0.0160
H28 8.29509 8.11985 2.97499  0.1301
H29 10.34363 5.53622 2.67173  -0.1730
H30 9.90350 2.29773 -0.43930  0.1217
H31 9.49995 3.80647 1.55871  0.0734

Force components x, y, z for each atom (eV/Å):
O -6.42 7.13 2.31
O 2.10 -5.64 3.73
O -0.42 -0.03 1.09
O -0.77 0.51 -0.36
O 7.44 4.05 -0.53
O 0.24 -3.44 -5.06
O 0.16 -1.86 1.42
O -1.54 -2.71 -6.59
O -2.03 -6.87 -2.63
C 0.14 -0.40 -1.26
C 0.80 0.22 -0.30
C 1.85 2.34 0.99
C 0.07 -0.43 1.30
C 0.50 0.10 0.84
C 0.63 1.36 -0.36
C -2.77 0.29 -0.62
C -0.41 0.53 -0.35
B -1.86 1.68 6.19
H 0.24 1.29 2.25
H 0.25 0.23 -0.11
H -0.32 -0.15 -0.47
H -0.06 0.19 -0.68
H -0.10 -0.40 0.51
H 0.16 -0.14 0.34
H -0.22 0.04 0.53
H 0.15 0.22 -1.19
H 0.15 0.17 0.00
H 4.24 4.95 -4.88
H 15.95 0.02 1.15
H -0.92 -0.32 -0.21
H -1.11 -0.31 -0.29
H -0.15 0.08 -0.27
H 0.01 -0.43 0.65
H 0.31 -0.71 -0.03
H -0.16 -0.66 -0.22
H -0.69 -0.24 0.03
H 0.66 1.04 -0.03
H 0.02 0.34 0.28
H -1.56 3.13 -1.18
H -0.11 -0.34 -0.10
H -0.11 -0.04 0.68
H -0.69 0.77 -1.14
H -1.04 -3.40 4.72
H 2.06 -0.17 -0.06
H -0.70 -2.77 1.12
H -1.03 -0.24 -0.34
H -10.77 0.70 -0.09
H -1.41 0.00 -0.14
H -0.73 0.34 -0.65

***

(2)
Entry from the Open Molecules 2025 dataset: a molecular structure, C16H32B5F20Li2O4 in a non-equilibrium geometry (ωB97M-V/def2-TZVPD).

Computed properties:
HOMO level in Ha: -0.1084
Calculated total energy in eV: -83479.17702
Charge: -3
LUMO energy in eV: 5.285

Each line ends with the Löwdin charge.
Positions of all 79 atoms, in Å:
F1 0.41767 -1.99860 3.39957  0.0731
F2 0.39528 4.51038 -0.07237  0.0289
F3 1.55403 0.77848 -0.05823  0.1285
F4 -0.07703 1.51049 1.30018  0.1119
F5 1.55571 3.54906 2.25681  0.0997
F6 -1.20671 6.13531 -0.34335  0.0499
F7 -0.54201 -0.35526 0.20394  0.1034
F8 2.95628 1.72805 2.09810  0.1290
F9 2.13703 0.19901 4.93636  0.1402
F10 3.56971 3.53903 3.40197  0.0950
F11 0.06194 0.84753 4.07475  0.0462
F12 3.54527 3.67796 1.10165  0.0653
F13 0.32950 6.34383 1.35857  0.1344
F14 1.83819 -1.14868 1.85707  0.1060
F15 1.34018 -3.41382 1.85076  0.0543
F16 0.98048 6.62321 -0.82738  0.0762
F17 0.20584 -0.14775 6.14892  0.0376
F18 2.70983 -2.51978 3.47718  0.1280
F19 -0.29323 1.72446 -0.92584  0.0983
F20 1.01002 1.99190 5.84639  0.0782
O1 2.73968 3.83011 -1.38900  -0.1807
O2 -2.04856 -0.98908 2.85000  -0.1905
O3 -1.04864 -0.84091 -4.58509  -0.1369
O4 -2.11863 -3.94872 0.78054  -0.1285
C1 -2.77190 -5.19280 0.57619  -0.2066
C2 3.09242 3.47822 -3.72809  -0.1608
C3 3.97935 4.61231 -3.22622  -0.1655
C4 -0.69198 -0.84748 -3.19471  -0.1617
C5 -1.70571 -3.38685 -0.45326  -0.1948
C6 -3.79264 -2.05162 4.01898  -0.1491
C7 0.96972 -2.00265 -4.39009  -0.1813
C8 -4.28722 -1.62927 2.62480  -0.1748
C9 -2.26780 -1.93010 3.88244  -0.1891
C10 -3.26161 -0.58437 2.23591  -0.1897
C11 3.93252 4.49308 -1.69816  -0.1995
C12 2.29401 3.02952 -2.48101  -0.1778
C13 0.80427 -1.23513 -3.09676  -0.1387
C14 -2.85256 -5.38532 -0.94346  -0.1787
C15 0.09691 -1.19577 -5.33441  -0.2447
C16 -2.67434 -3.96750 -1.49490  -0.1655
B1 0.89352 0.72161 5.23977  -1.2129
B2 1.60774 -2.27372 2.67192  -1.2264
B3 0.16921 0.85751 0.08596  -1.3089
B4 0.14411 5.91587 0.06099  -1.2103
B5 2.89776 3.11198 2.24627  -1.2487
Li1 1.27339 2.90932 0.00118  0.7160
Li2 -0.18865 -0.33893 2.30618  0.7076
H1 -3.08760 -0.43910 1.17008  0.1182
H2 -1.89515 -1.56471 4.84180  0.1246
H3 0.99058 -1.82815 -2.20296  0.1192
H4 4.99124 4.52063 -3.63800  0.0961
H5 0.60400 -0.29578 -5.71116  0.1143
H6 1.41270 -0.33492 -2.99966  0.1114
H7 -4.18316 -3.03292 4.27861  0.1002
H8 -5.32713 -1.30612 2.56666  0.0999
H9 -3.58835 -3.38525 -1.59536  0.1098
H10 3.64450 5.59437 -3.56706  0.1017
H11 -0.91894 0.10617 -2.72313  0.1136
H12 -2.05568 -6.04901 -1.27809  0.1038
H13 0.56828 -3.01190 -4.27423  0.1092
H14 -1.72716 -2.30612 -0.31844  0.1046
H15 -3.52931 0.40114 2.64546  0.1304
H16 -4.19571 -2.49462 1.95316  0.0954
H17 -0.18001 -1.76842 -6.22891  0.1071
H18 -0.67580 -3.61876 -0.75459  0.1262
H19 -2.22130 -5.99379 1.07495  0.1131
H20 -2.20300 -4.06368 -2.47587  0.0987
H21 -1.74106 -2.85294 3.65124  0.1174
H22 3.94001 5.47618 -1.22996  0.1278
H23 2.58502 1.99915 -2.24362  0.1143
H24 4.79533 3.93511 -1.31343  0.1217
H25 -3.82037 -5.81051 -1.22683  0.0981
H26 1.21297 3.09699 -2.59085  0.1220
H27 3.64634 2.60882 -4.09324  0.0961
H28 -3.77947 -5.11183 1.00032  0.1074
H29 1.97348 -2.08313 -4.81835  0.1080
H30 -1.24740 -1.63305 -2.67005  0.0985
H31 2.46909 3.77356 -4.57661  0.0969
H32 -4.12923 -1.26153 4.69710  0.1088

Force components x, y, z for each atom (eV/Å):
F 0.11 -0.08 0.05
F -0.19 0.32 -0.14
F -0.27 -0.36 -0.74
F -0.18 -0.02 0.29
F 0.33 -0.13 -0.33
F 0.15 -0.01 0.06
F 0.27 -0.28 -0.79
F 0.01 0.08 0.07
F -0.18 0.00 0.00
F 0.02 0.06 -0.08
F 0.13 -0.32 -0.08
F 0.07 0.21 -0.07
F 0.03 0.04 0.03
F -0.39 -0.17 -0.06
F 0.08 0.06 0.06
F 0.17 -0.04 -0.07
F -0.04 0.00 0.00
F -0.25 -0.25 0.07
F -0.22 -0.36 -0.61
F -0.08 -0.24 -0.02
O -1.00 -0.09 -0.54
O 0.23 0.14 -0.58
O -0.03 -0.01 -0.12
O 0.13 -0.27 0.23
C 0.01 0.44 -0.30
C -0.47 -0.38 -0.24
C 0.50 0.12 -0.36
C 0.41 -0.47 0.75
C -0.24 0.46 -0.42
C -0.32 0.76 -0.90
C 0.41 0.20 -0.61
C 0.24 -0.92 -0.49
C -0.50 -0.36 1.00
C -0.06 0.71 0.40
C 0.56 0.11 -0.15
C 0.97 -0.14 -0.13
C -0.47 0.40 0.40
C -0.74 -0.02 0.31
C -0.08 -0.24 -0.40
C 0.92 -0.29 -0.14
B -0.21 0.22 0.20
B 0.33 -0.04 -0.38
B 0.00 0.60 1.03
B -0.49 -0.01 -0.30
B 0.15 -0.10 0.42
Li 0.43 0.65 0.93
Li 0.53 0.27 0.85
H 0.00 -0.24 -0.06
H 0.48 0.19 -0.28
H 0.00 0.01 0.02
H 0.03 -0.08 0.27
H 0.14 0.02 0.24
H 0.16 -0.07 -0.30
H 0.16 0.00 0.34
H 0.04 0.25 0.19
H -0.15 -0.14 0.18
H -0.37 -0.09 0.15
H 0.03 0.07 -0.11
H 0.03 0.08 -0.15
H -0.06 -0.02 -0.06
H -0.14 0.00 -0.15
H -0.10 -0.06 -0.04
H 0.06 0.12 -0.01
H -0.30 0.01 0.16
H 0.05 -0.35 0.48
H -0.02 -0.02 0.05
H -0.09 0.41 -0.06
H -0.15 -0.08 -0.17
H -0.19 -0.09 0.21
H -0.36 -0.11 -0.08
H -0.08 -0.09 0.01
H 0.16 -0.15 -0.06
H -0.03 0.15 0.15
H 0.31 0.19 0.08
H 0.06 -0.12 0.15
H 0.10 0.01 0.39
H -0.32 0.15 -0.22
H -0.17 0.14 0.23
H -0.09 -0.39 0.36

***

(3)
Entry from the Open Molecules 2025 dataset: 2 unconnected molecules or ions with the total composition C3H8O in a non-equilibrium geometry (ωB97M-V/def2-TZVPD).

Computed properties:
Expectation value of S²: 0.757
ΔE to the lowest compared entry with this formula, charge and spin in kJ/mol: 202.4
HOMO level (alpha / beta) in Ha: -0.6032 / -0.6027
Calculated total energy in eV: -5276.28479
Charge: +1
Multiplicity: 2
LUMO energy (alpha / beta) in eV: -5.848 / -9.938

Each line ends with the Löwdin charge.
Positions of all 12 atoms, in Å:
O1 -0.08567 -1.59598 0.39827  0.3119
C1 1.76539 -0.32081 -0.44205  0.1218
C2 -1.59907 0.93016 0.61027  -0.0218
C3 0.58182 -1.16308 -0.52349  -0.1618
H1 -1.10542 1.32683 -0.27898  0.0256
H2 0.82078 0.37605 -0.31501  0.1601
H3 2.28939 -0.30511 0.51340  0.1330
H4 -2.68121 0.83063 0.68678  0.0467
H5 2.49555 -0.29705 -1.24177  0.1332
H6 -1.21814 -0.09401 0.71544  -0.0146
H7 -1.43048 1.64671 1.41504  0.0455
H8 0.16707 -1.33435 -1.53790  0.2205

Force components x, y, z for each atom (eV/Å):
O 0.84 -0.59 -0.38
C -0.86 0.05 1.69
C 0.09 -0.29 0.52
C 0.22 -1.75 -0.30
H -0.97 0.34 -0.39
H 1.77 1.29 -0.66
H -0.40 -0.15 0.17
H -0.09 0.15 -1.19
H -0.83 0.42 -0.69
H -0.39 1.07 1.00
H 0.78 -0.50 0.26
H -0.15 -0.05 -0.01

***

- What is the calculated total energy in the third record?
  -5276.28479 eV